A gas-phase ion, C10H18FINS (charge +1), computed with ωB97M-V with the def2-TZVPD basis set.

Summary:
Total energy   -33793.8537 eV
Spin multiplicity   1
Kohn-Sham gap   8.837 eV
Net charge   +1

XYZ file:
```
32
Properties=species:S:1:pos:R:3:forces:R:3
C -0.730452 2.767679 -2.465410 -0.150 -0.986 0.421
C -1.330112 1.289561 -2.954880 -0.343 -0.154 0.334
C -2.810558 0.972015 -2.244785 0.283 1.171 0.256
C -2.658180 0.607458 -0.625465 0.635 0.327 -0.337
C -1.864729 -0.824200 -0.377150 -0.358 -0.322 -0.426
C -0.356449 -0.595943 0.224485 -0.793 2.278 -1.175
S 0.498283 -2.273651 0.428459 1.508 2.305 2.270
C 1.518479 -1.629183 1.860989 -0.865 2.117 0.850
C 2.788861 -2.248957 2.691713 -0.549 -0.291 -0.212
C 4.207523 -1.984546 1.912730 -0.039 -0.457 0.414
F 4.974357 -3.271378 1.968060 -1.828 3.268 -0.222
N 1.066649 -0.399020 2.271434 -0.176 -1.667 -0.549
C -0.146484 0.279907 1.602370 -0.355 -1.856 0.150
I 0.587371 2.321308 1.312640 -0.620 -0.756 0.029
H -1.478837 3.201043 -1.653678 1.721 -0.686 -1.723
H -0.622053 3.513512 -3.368185 -0.223 -1.564 1.934
H 0.319636 2.563179 -1.960986 -2.131 0.782 -1.080
H -0.628501 0.391777 -2.625859 -1.164 1.951 -0.863
H -1.385965 1.300749 -4.131231 -0.107 -0.265 2.458
H -3.411895 0.150717 -2.830178 1.192 1.592 1.245
H -3.393828 2.011825 -2.268326 0.979 -2.411 -0.106
H -1.953492 1.452112 -0.175203 -1.740 -1.574 -0.800
H -3.721789 0.638259 -0.087169 2.495 -0.149 -1.194
H -1.733765 -1.320281 -1.454648 -0.116 0.918 2.408
H -2.480687 -1.585805 0.273897 1.241 1.597 -1.152
H 0.126181 0.127529 -0.586667 -0.416 -2.135 1.454
H 2.636858 -3.413389 2.855013 0.285 2.521 -0.499
H 2.801788 -1.718233 3.742690 -0.147 -1.111 -2.146
H 4.024618 -1.652997 0.802911 0.602 -0.986 2.102
H 4.776636 -1.136808 2.502805 -0.821 -2.047 -1.327
H 1.484803 0.184794 3.048749 -0.289 -1.380 -1.106
H -1.104265 0.280967 2.310874 2.290 -0.028 -1.409
```
Forces are in eV/Å.